This record from the Open Molecules 2025 dataset describes the molecule C3H6FN in a non-equilibrium geometry. The level of theory is wB97M-V/def2-TZVPD.

Bonds (Å) are listed after each position.
CARTESIAN COORDINATES (ANGSTROEM)
1 F 1.961 -0.026 -0.566  C8 1.386
2 H -0.449 1.591 0.856  C3 1.114
3 C -0.188 1.042 -0.077  H2 1.114, H5 1.084, N6 1.520, C8 1.559
4 H 1.352 0.070 1.273  C8 1.072
5 H 0.147 1.693 -0.876  C3 1.084
6 N -1.098 -0.044 -0.631  C3 1.520, C9 1.479, H11 1.024
7 H -0.575 -1.548 0.822  C9 1.085
8 C 0.888 -0.017 0.311  F1 1.386, C3 1.559, H4 1.072, C9 1.505
9 C -0.168 -1.030 -0.040  N6 1.479, H7 1.085, C8 1.505, H10 1.075
10 H 0.196 -1.723 -0.776  C9 1.075
11 H -2.066 -0.009 -0.297  N6 1.024

Results
HOMO in Ha: -0.3400
SMILES: FC1CNC1
LUMO in eV: 1.08
Frontier orbital gap in eV: 10.3
Energy relative to the best compared isomer or geometry (same formula, charge and spin) in kJ/mol: 41.8